No. 1
The molecule C4H4 at a distorted geometry. Source: the Open Molecules 2025 dataset; level of theory: ωB97M-V/def2-TZVPD.

Geometry as XYZ:
```
8
Properties=species:S:1:pos:R:3:forces:R:3
C 1.162000 1.313170 -1.962577 1.356 2.952 -3.657
C 0.970518 0.578871 -1.054147 -3.317 -2.113 4.916
C -0.779033 -0.279511 1.048081 3.907 5.002 1.561
C 0.127210 -0.311887 -0.160017 -0.914 -3.393 -3.044
H -0.275514 0.528678 1.727925 -0.034 -1.938 -0.171
H -0.442670 -0.983267 -0.913184 0.959 1.104 0.690
H 0.967148 -0.971062 0.045566 0.010 -0.761 0.918
H -1.729658 0.125007 1.268353 -1.966 -0.854 -1.215
```
Forces are in eV/Å.

Output
energy above the lowest of the compared OMol25 structures with the same formula, charge and spin: 152.1 kcal/mol
F_max: 6.5 eV/A
HOMO-LUMO gap (spin up / spin down): 0.357 / 0.266 Eh
calculated total energy: -4203.5608 eV
lowest unoccupied orbital energy (spin up / spin down): -0.8 / -2.7 eV

---

No. 2
A structure of composition C35H38FN3O3SiV at a distorted geometry. Source: the Open Molecules 2025 dataset; level of theory: ωB97M-V/def2-TZVPD.

Geometry as XYZ:
```
82
Properties=species:S:1:pos:R:3:forces:R:3
C 0.997512 -2.118060 -2.067601 -0.255 0.138 -1.196
C -0.364851 -2.415478 -2.432277 0.763 0.269 -0.220
C -0.750925 -1.483886 -3.452223 0.522 0.147 0.292
H -0.982189 -3.217382 -2.032028 0.232 0.248 -0.150
C 0.334418 -0.583777 -3.691360 0.025 -0.625 0.350
C 1.419944 -0.969392 -2.831498 -0.551 -0.790 -0.163
H 2.425824 -0.553284 -2.846172 -0.404 0.034 0.190
H 1.620807 -2.706411 -1.403776 -0.227 0.321 0.082
H -1.702420 -1.481311 -3.967408 0.175 0.009 0.182
H 0.359783 0.218109 -4.429692 -0.072 -0.232 0.360
V -0.289784 -0.395931 -1.474003 0.235 1.076 1.699
C -4.902320 0.659266 -0.823110 0.186 0.779 2.257
H -4.667106 1.679383 -0.470257 -0.056 -0.363 -0.068
H -5.846333 0.305109 -0.390361 0.386 0.225 -0.105
H -4.085174 -0.004537 -0.486997 -0.301 0.479 -0.083
Si -4.517679 -1.317509 -2.532349 0.128 -0.629 -1.025
C -6.124042 -2.117359 -2.004005 -0.404 -0.200 0.285
C -6.219897 -3.522575 -2.003168 -0.510 0.344 0.181
H -5.340254 -4.121113 -2.248478 -0.278 0.112 0.072
C -7.438043 -4.149054 -1.713759 0.063 -0.035 -0.022
H -7.496721 -5.234185 -1.730757 0.001 0.118 -0.043
C -8.574334 -3.405489 -1.393592 0.398 0.252 0.094
H -9.524890 -3.894841 -1.179498 0.295 0.078 -0.006
C -8.472155 -2.013559 -1.328582 0.110 0.069 -0.210
H -9.325851 -1.412097 -1.019256 0.092 -0.157 -0.167
C -7.279816 -1.367608 -1.664633 0.121 -0.492 -0.119
H -7.266590 -0.270707 -1.665938 0.051 -0.586 -0.028
C -4.643992 -0.968584 -4.360813 0.200 0.075 -0.054
C -5.805361 -1.337538 -5.073778 0.255 0.241 -0.482
H -6.645928 -1.800764 -4.558442 0.255 -0.019 -0.093
C -5.897959 -1.099778 -6.450230 0.073 0.015 0.447
H -6.799315 -1.396517 -6.981902 0.150 0.060 0.047
C -4.839608 -0.506205 -7.134476 0.072 -0.070 -0.089
H -4.899616 -0.358680 -8.212425 0.001 -0.032 0.237
C -3.702109 -0.093979 -6.439532 -0.090 0.005 0.438
H -2.868026 0.364570 -6.968800 -0.232 0.018 0.090
C -3.627714 -0.264712 -5.054292 -0.335 -0.257 -0.393
H -2.778216 0.151293 -4.510910 -0.198 -0.182 -0.133
H -3.263269 -1.935336 -2.003653 -0.352 -0.107 -0.267
H -4.953601 0.661766 -1.885931 -0.159 0.471 -0.750
F 5.123191 -1.730247 1.491689 0.031 0.384 0.138
C 4.294920 -0.665071 1.777399 0.368 0.566 0.971
C 3.014070 -0.730873 1.290632 -0.399 0.347 -0.060
C 2.137756 0.351029 1.549588 -0.486 -0.013 -0.521
C 0.866806 0.428921 0.896913 0.811 -0.121 -0.186
O 0.452867 -0.642843 0.267118 -0.810 -0.485 -0.889
C 0.076883 1.609816 1.059443 -0.036 1.170 1.543
C 0.432968 2.485066 2.079574 -1.360 -0.521 -2.140
N 1.609584 2.384589 2.774669 0.228 -0.596 -0.108
C 1.940731 3.315467 3.789407 0.204 -0.368 0.207
C 0.889254 4.089138 4.495762 -0.131 0.226 0.069
C 1.595808 2.978552 5.217218 0.266 -0.193 0.535
C 2.528954 1.379009 2.447054 0.836 -0.032 0.531
C 3.813210 1.365796 2.997766 -0.655 0.409 -0.520
C 4.756765 0.400759 2.587909 -0.898 -1.710 -1.057
N 6.088833 0.504667 3.011181 1.250 0.893 0.590
C 6.305654 0.702427 4.437730 -0.229 -0.407 -0.404
C 7.618862 1.422920 4.701961 -0.758 0.260 -0.098
N 8.670637 0.678226 3.969100 1.123 -0.176 0.572
C 8.469602 0.543517 2.508816 -0.556 0.082 -0.504
C 7.151303 -0.191735 2.317208 -0.534 0.290 0.054
C -1.166184 1.910007 0.235101 -0.413 0.198 0.727
O -1.933896 2.769824 0.667219 0.219 -0.441 -0.632
O -1.352944 1.231139 -0.871322 0.611 -0.229 0.118
H 2.662868 -1.563905 0.678263 0.227 0.348 0.210
H -0.202853 3.333063 2.327324 0.236 -0.270 -0.376
H 2.907956 3.791861 3.649162 -0.121 0.199 -0.098
H 1.174796 5.101227 4.773729 -0.353 -0.155 -0.112
H -0.147958 3.912230 4.225471 0.236 0.234 0.114
H 1.037533 2.056005 5.423699 0.347 0.454 -0.223
H 2.326569 3.278640 5.967567 -0.231 -0.207 -0.016
H 4.114052 2.167359 3.668393 -0.014 -0.203 -0.196
H 6.310617 -0.281204 4.960082 0.073 0.218 0.099
H 5.477131 1.290705 4.844397 0.259 -0.226 -0.009
H 7.631035 2.443747 4.309464 -0.146 -0.150 0.065
H 7.862505 1.425786 5.769254 0.085 -0.022 -0.236
H 9.574958 1.117676 4.143081 0.041 -0.226 0.122
H 8.684833 -0.272268 4.346221 0.234 -0.064 0.165
H 9.306162 -0.023364 2.093535 -0.015 0.061 0.140
H 8.464271 1.556518 2.097693 -0.142 -0.197 -0.053
H 7.241227 -1.229011 2.694895 0.227 0.027 -0.249
H 6.926461 -0.217016 1.246594 0.008 -0.160 0.279
```
Forces are in eV/Å.

Output
F_max: 2.6 eV/A
HOMO-LUMO gap (spin up / spin down): 0.081 / 0.072 Eh
<S²>: 3.791
calculated total energy: -83800.3047 eV
lowest unoccupied orbital energy (spin up / spin down): -1.4 / -1.4 eV
multiplicity: 4

---

No. 3
A structure of composition C42H50Br2GeN2O2ReSSi4Te. Source: the Open Molecules 2025 dataset; level of theory: ωB97M-V/def2-TZVPD.

Geometry as XYZ:
```
106
Properties=species:S:1:pos:R:3:forces:R:3
Re 0.546049 0.223749 0.309635 -0.177 -0.201 -0.139
Br 2.665965 3.372490 -3.145453 -0.041 0.039 -0.074
C 3.237948 2.994664 -1.397667 0.182 0.143 -0.137
C 4.472706 3.526740 -0.955090 -0.205 -0.076 -0.087
C 4.981306 3.180077 0.258078 0.005 -0.053 0.115
Br 6.633418 3.898635 0.810175 0.059 0.021 0.025
C 4.294091 2.253732 1.086296 0.025 -0.021 -0.005
C 4.781201 1.705774 2.289648 0.120 0.115 -0.010
C 4.073053 0.726945 2.926838 -0.024 -0.073 0.061
C 2.842653 0.315145 2.402809 0.045 0.024 -0.028
N 2.320742 0.851728 1.319042 0.232 0.065 0.103
C 3.050551 1.787655 0.632526 -0.043 -0.214 0.293
C 2.493521 2.160845 -0.606640 -0.458 -0.122 -0.172
O 1.305322 1.644376 -0.937205 0.228 -0.039 -0.095
H 5.018547 4.197570 -1.602467 -0.018 0.012 -0.025
H 5.731809 2.043685 2.680461 -0.006 -0.003 -0.013
H 4.453503 0.255483 3.821090 -0.022 -0.018 0.003
H 2.296519 -0.503711 2.840665 -0.130 -0.023 0.142
O -0.548184 0.088479 2.164699 0.067 -0.457 -0.126
N -0.838599 -1.162889 2.562479 -0.174 0.126 0.029
C -0.162681 -1.617111 3.636243 -0.035 -0.061 -0.054
C -0.340163 -2.893551 4.101340 -0.032 0.028 0.033
C -1.231029 -3.728940 3.436670 -0.012 -0.040 0.036
C -1.955031 -3.231844 2.376551 0.071 -0.010 -0.013
C -1.801141 -1.909353 1.960473 0.190 0.165 -0.053
S -2.971423 -1.254849 0.856513 -0.106 0.101 0.080
H 0.493750 -0.887507 4.078613 0.104 0.028 -0.004
H 0.218683 -3.227163 4.963212 0.008 0.017 0.004
H -1.368756 -4.752622 3.755412 0.001 -0.013 -0.011
H -2.665104 -3.846095 1.844540 -0.038 -0.013 -0.035
C -3.323462 4.799741 1.588292 -0.001 0.128 -0.053
Si -2.497689 3.125192 1.658282 -0.016 0.014 -0.129
C -0.691864 3.386338 2.067923 0.030 -0.030 0.098
C -3.340266 2.086673 2.957036 -0.055 0.055 0.028
Si -2.791690 2.307100 -0.521695 -0.009 -0.080 -0.012
Te -1.770861 -0.024743 -0.920432 0.286 0.062 0.055
Si -1.707623 3.564809 -2.210746 -0.095 -0.095 0.076
C -2.978267 4.728834 -2.930613 -0.037 0.058 -0.040
C -1.094003 2.385566 -3.523614 0.056 0.028 -0.048
C -0.346923 4.577540 -1.448254 0.042 0.061 0.072
Si -5.003143 1.908572 -1.193943 0.071 -0.030 -0.013
C -5.831917 0.643296 -0.101531 -0.063 -0.075 0.044
C -4.926453 1.260988 -2.945668 -0.043 -0.037 -0.064
C -5.976004 3.497807 -1.149881 -0.089 0.050 0.014
H -3.192179 5.306093 2.548076 -0.018 0.027 -0.002
H -4.393726 4.720937 1.395331 -0.026 0.010 0.004
H -2.884971 5.433723 0.814572 -0.021 0.033 0.001
H -0.623357 3.749351 3.097948 0.056 -0.001 -0.009
H -0.235829 4.130773 1.417202 0.032 0.014 -0.045
H -0.111454 2.463537 2.017457 0.051 -0.006 0.038
H -3.569106 2.711061 3.825084 0.022 -0.032 0.008
H -2.681097 1.284305 3.270472 0.066 -0.207 0.077
H -4.272593 1.649586 2.600203 -0.015 -0.008 0.004
H -3.735268 4.199051 -3.508298 -0.051 0.014 -0.027
H -2.481681 5.437681 -3.597996 -0.003 -0.001 -0.024
H -3.482336 5.305298 -2.153792 -0.005 0.042 0.011
H -1.897708 1.743817 -3.893361 0.035 -0.023 0.024
H -0.277058 1.772379 -3.137064 0.031 -0.076 0.003
H -0.702145 2.944921 -4.377122 0.014 0.003 -0.004
H -0.756845 5.295268 -0.733276 0.012 -0.001 -0.002
H 0.175669 5.136845 -2.224599 0.056 0.058 -0.029
H 0.375567 3.941733 -0.939906 0.050 0.012 0.026
H -5.381567 -0.346383 -0.198017 -0.025 0.002 0.003
H -6.880561 0.556290 -0.397474 -0.017 -0.025 0.025
H -5.801195 0.930739 0.950155 -0.026 -0.026 0.015
H -4.383397 0.316121 -3.011144 0.004 -0.004 -0.007
H -4.444520 1.976540 -3.612355 0.005 0.000 -0.056
H -5.939403 1.087981 -3.317503 0.000 -0.011 -0.028
H -6.030316 3.921679 -0.146704 -0.019 0.009 0.018
H -6.997202 3.293211 -1.481920 -0.017 0.032 0.011
H -5.552326 4.247105 -1.815790 -0.006 0.060 -0.018
C 1.026983 -1.377664 -0.057480 -0.091 0.582 -0.091
Ge 1.871102 -3.050385 -0.582928 -0.139 -0.075 0.292
C 3.155108 -3.220146 0.866964 0.054 0.008 0.077
C 4.508001 -2.956431 0.663367 -0.037 -0.042 -0.011
C 5.392033 -2.931007 1.734471 0.016 0.005 0.014
C 4.931780 -3.166395 3.021662 0.033 0.019 -0.004
C 3.584885 -3.425571 3.240256 -0.078 -0.007 -0.052
C 2.700670 -3.447536 2.169367 0.093 0.016 -0.061
C 0.422343 -4.340297 -0.459840 0.025 -0.083 -0.014
C 0.516366 -5.525697 0.267669 -0.040 0.019 -0.060
C -0.566608 -6.394951 0.341543 0.016 0.013 -0.017
C -1.750368 -6.089756 -0.316656 0.011 0.003 0.028
C -1.853002 -4.914102 -1.049362 0.001 0.039 0.024
C -0.772920 -4.045333 -1.116427 -0.040 -0.061 0.026
C 2.652157 -2.838612 -2.330548 0.058 0.079 -0.079
C 3.158321 -3.941908 -3.018496 -0.026 0.048 0.003
C 3.742915 -3.780384 -4.265766 0.002 -0.012 0.015
C 3.824413 -2.516948 -4.834661 0.001 0.001 -0.011
C 3.322985 -1.414283 -4.159132 -0.004 0.029 0.020
C 2.738400 -1.572118 -2.909348 0.031 -0.045 0.006
H 4.879536 -2.773556 -0.338742 -0.010 0.011 -0.013
H 6.441735 -2.731372 1.562439 0.006 -0.002 0.002
H 5.623948 -3.156028 3.853306 0.007 -0.004 0.018
H 3.228063 -3.621481 4.243942 -0.005 -0.003 0.021
H 1.648044 -3.641176 2.349833 0.029 -0.029 -0.037
H 1.441878 -5.787107 0.767021 0.017 0.018 0.042
H -0.479600 -7.319619 0.897780 0.002 0.000 0.005
H -2.587424 -6.774703 -0.271313 0.000 0.003 0.006
H -2.770666 -4.676725 -1.572738 0.000 -0.006 0.002
H -0.863405 -3.135595 -1.700694 0.004 0.041 -0.014
H 3.094397 -4.934558 -2.586791 -0.007 -0.013 0.006
H 4.133651 -4.639289 -4.795045 0.000 -0.008 -0.002
H 4.279036 -2.393176 -5.808675 0.003 0.002 -0.007
H 3.386432 -0.429859 -4.604588 -0.006 0.010 0.003
H 2.346353 -0.705744 -2.385191 -0.005 -0.006 -0.023
```
Forces are in eV/Å.

Output
energy above the lowest of the compared OMol25 structures with the same formula, charge and spin: 16.0 kcal/mol
F_max: 0.6 eV/A
HOMO-LUMO gap: 0.252 Eh
charge: +1
calculated total energy: -299808.4004 eV
lowest unoccupied orbital energy: -3.2 eV